# 1
{
  "formula": "H5O3",
  "method": "ωB97M-V/def2-TZVPD",
  "gap_ev": 9.06,
  "charge": -1,
  "homo_energy_ha": -0.158,
  "e_above_lowest_kj_mol": 57.6,
  "symbols": ["O", "H", "O", "H", "H", "O", "H", "H"],
  "xyz": [[2.079, 0.721, -1.275], [2.617, -0.079, -1.527], [-1.772, -0.682, 1.581], [-1.091, -0.245, 0.849], [-2.533, -1.138, 1.243], [-0.236, 0.248, -0.328], [1.106, 0.389, -0.978], [-0.170, 0.786, 0.435]],
  "forces_ev_per_a": [[0.4, -1.5, -0.5], [-1.1, 1.3, 0.5], [1.5, 1.1, 0.5], [-1.9, -1.9, 0.0], [0.0, 0.0, -0.8], [-0.5, -1.0, -0.7], [0.7, 0.4, 0.2], [0.8, 1.6, 0.8]],
  "lowdin_charge": [-0.24, 0.00, -0.22, 0.00, -0.04, -0.38, -0.03, -0.09]
}



# 2
{
  "formula": "H6IO3",
  "method": "ωB97M-V/def2-TZVPD",
  "gap_ev": 7.80,
  "charge": -1,
  "homo_energy_ha": -0.155,
  "e_above_lowest_kj_mol": 104.4,
  "symbols": ["I", "O", "H", "H", "O", "H", "H", "O", "H", "H"],
  "xyz": [[0.232, 0.290, -0.509], [0.702, -1.440, -3.755], [1.657, -1.163, -3.680], [0.299, -0.954, -3.058], [-2.443, -0.928, 1.648], [-1.629, -0.728, 1.131], [-3.404, -0.623, 1.196], [1.337, 1.748, 2.630], [1.385, 1.180, 1.924], [1.864, 2.618, 2.472]],
  "forces_ev_per_a": [[0.1, 0.0, -0.1], [2.3, -0.3, -1.3], [-1.6, -0.5, -0.1], [-0.7, 0.8, 1.4], [-3.8, 0.6, -0.9], [-1.1, 0.4, -0.5], [4.9, -1.0, 1.3], [1.1, 4.7, 3.5], [0.3, -1.8, -3.3], [-1.5, -2.8, -0.1]],
  "lowdin_charge": [-0.28, -0.14, 0.05, -0.14, -0.24, -0.15, 0.12, -0.13, -0.17, 0.08]
}



# 3
{
  "formula": "H6N2",
  "method": "ωB97M-V/def2-TZVPD",
  "gap_ev": 11.07,
  "homo_energy_ha": -0.376,
  "e_above_lowest_kj_mol": 10.5,
  "smiles": "N.N",
  "symbols": ["N", "H", "H", "H", "N", "H", "H", "H"],
  "xyz": [[-2.044, 0.814, 0.127], [-2.803, 1.049, 0.774], [-1.167, 1.087, 0.583], [-2.030, -0.207, 0.042], [2.209, -0.864, -0.489], [1.985, -0.102, -1.138], [2.520, -0.428, 0.385], [1.330, -1.349, -0.284]],
  "forces_ev_per_a": [[0.1, -0.2, 0.4], [0.4, -0.1, -0.3], [-0.4, -0.1, -0.2], [0.0, 0.5, 0.1], [-0.4, 0.3, 0.2], [0.1, -0.4, 0.3], [-0.2, -0.2, -0.4], [0.4, 0.3, -0.1]],
  "lowdin_charge": [-0.01, 0.01, 0.00, 0.00, -0.01, 0.01, 0.00, 0.00]
}



Copy entry 3 word for word.
{
  "formula": "H6N2",
  "method": "ωB97M-V/def2-TZVPD",
  "gap_ev": 11.07,
  "homo_energy_ha": -0.376,
  "e_above_lowest_kj_mol": 10.5,
  "smiles": "N.N",
  "symbols": ["N", "H", "H", "H", "N", "H", "H", "H"],
  "xyz": [[-2.044, 0.814, 0.127], [-2.803, 1.049, 0.774], [-1.167, 1.087, 0.583], [-2.030, -0.207, 0.042], [2.209, -0.864, -0.489], [1.985, -0.102, -1.138], [2.520, -0.428, 0.385], [1.330, -1.349, -0.284]],
  "forces_ev_per_a": [[0.1, -0.2, 0.4], [0.4, -0.1, -0.3], [-0.4, -0.1, -0.2], [0.0, 0.5, 0.1], [-0.4, 0.3, 0.2], [0.1, -0.4, 0.3], [-0.2, -0.2, -0.4], [0.4, 0.3, -0.1]],
  "lowdin_charge": [-0.01, 0.01, 0.00, 0.00, -0.01, 0.01, 0.00, 0.00]
}